# C6H5ClF3N

One molecule with the formula C6H5ClF3N in a non-equilibrium geometry (ωB97M-V/def2-TZVPD, the Open Molecules 2025 dataset).

Output
Energy above the lowest of the compared OMol25 structures with the same formula, charge and spin ... 45.8 kcal/mol
F_max ... 4.72 eV/Å
2S+1 ... 1
Highest occupied orbital energy ... -0.34455 hartree
HOMO-LUMO gap ... 8.89 eV
E_tot ... -1046.10576 Ha

Each atom is followed by the atoms it is bonded to, with distances in Å.
Element x y z (Å)
1 F 2.248 -2.366 -1.680  C2 1.299
2 C 1.185 -2.178 -0.956  F1 1.299, F3 1.393, F4 1.370, C5 1.523
3 F 1.061 -3.311 -0.155  C2 1.393
4 F 0.163 -2.357 -1.851  C2 1.370
5 C 1.335 -0.885 -0.165  C2 1.523, Cl6 1.693, C7 1.515, C11 1.862
6 Cl 2.893 -0.981 0.491  C5 1.693
7 C 0.956 0.339 -0.974  C5 1.515, C8 1.401, H12 1.047
8 C -0.301 0.920 -0.768  C7 1.401, C9 1.412, H13 1.067
9 C -1.190 0.719 0.311  C8 1.412, N10 1.266, H14 1.033
10 N -0.947 -0.147 1.202  C9 1.266, C11 1.370
11 C 0.082 -1.051 1.204  C5 1.862, N10 1.370, H15 1.096, H16 1.094
12 H 1.483 0.577 -1.847  C7 1.047
13 H -0.644 1.737 -1.364  C8 1.067
14 H -2.012 1.342 0.365  C9 1.033
15 H -0.330 -2.044 0.994  C11 1.096
16 H 0.675 -0.933 2.116  C11 1.094

Atomic partial charges in e from the Löwdin method, atoms 1 to 4: 0.1236, -0.6652, 0.0696, 0.1192

***

# C2H5Cl2P

One molecule with the formula C2H5Cl2P in a non-equilibrium geometry (ωB97M-V/def2-TZVPD, the Open Molecules 2025 dataset).

Output
Energy above the lowest of the compared OMol25 structures with the same formula, charge and spin ... 97.4 kcal/mol
F_max ... 2.69 eV/Å
2S+1 ... 1
Highest occupied orbital energy ... -0.27659 hartree
HOMO-LUMO gap ... 7.15 eV
E_tot ... -1340.78211 Ha

Each atom is followed by the atoms it is bonded to, with distances in Å.
Element x y z (Å)
1 C -1.177 1.029 -0.171  C2 1.520, H6 1.144, H7 1.109, H8 1.173
2 C -1.439 -0.439 -0.466  C1 1.520, Cl4 1.734, Cl5 1.828
3 P 2.019 -1.115 -0.160  Cl5 2.181, H9 1.477, H10 1.596
4 Cl -1.865 -1.390 0.920  C2 1.734
5 Cl 0.100 -1.101 -1.197  C2 1.828, P3 2.181
6 H -1.419 1.605 -1.130  C1 1.144
7 H -1.844 1.457 0.604  C1 1.109
8 H -0.076 1.265 0.159  C1 1.173
9 H 1.650 -2.026 0.942  P3 1.477
10 H 1.635 0.182 0.687  P3 1.596

Atomic partial charges in e from the Löwdin method, atoms 1 to 4: -0.2874, -1.0836, 0.4904, 0.4940

***

# C4H12

A 2-piece molecular cluster, C4H12 overall in a non-equilibrium geometry (ωB97M-V/def2-TZVPD, the Open Molecules 2025 dataset).

Output
Energy above the lowest of the compared OMol25 structures with the same formula, charge and spin ... 7.9 kcal/mol
F_max ... 2.08 eV/Å
Net charge ... +1
<S²> ... 0.755
2S+1 ... 2
Highest occupied orbital energy (spin up / spin down) ... -0.61298 / -0.59073 hartree
HOMO-LUMO gap (spin up / spin down) ... 13.72 / 5.31 eV
E_tot ... -159.15720 Ha

Each atom is followed by the atoms it is bonded to, with distances in Å.
Element x y z (Å)
1 C -1.793 0.322 0.011  C2 1.494, H3 1.143, H4 1.087, H5 1.092
2 C -1.701 -0.684 1.112  C1 1.494, H6 1.085, H7 1.097, H8 1.107
3 H -0.789 0.856 -0.102  C1 1.143
4 H -1.925 -0.144 -0.962  C1 1.087
5 H -2.589 1.050 0.180  C1 1.092
6 H -0.872 -1.378 1.012  C2 1.085
7 H -1.715 -0.213 2.103  C2 1.097
8 H -2.670 -1.218 1.088  C2 1.107
9 C 2.060 -0.191 0.115  C10 1.642, H11 1.081, H12 1.096, H13 1.098
10 C 1.469 0.526 -1.238  C9 1.642, H14 1.137, H15 1.091, H16 1.080
11 H 1.320 -0.318 0.893  C9 1.081
12 H 2.512 -1.121 -0.249  C9 1.096
13 H 2.806 0.560 0.408  C9 1.098
14 H 0.451 0.797 -0.811  C10 1.137
15 H 1.389 -0.233 -2.017  C10 1.091
16 H 2.045 1.387 -1.544  C10 1.080

Atomic partial charges in e from the Löwdin method, atoms 1 to 4: -0.0970, -0.1122, 0.0845, 0.0952

***

# C4H15N3O

A 2-piece molecular cluster, C4H15N3O overall in a non-equilibrium geometry (ωB97M-V/def2-TZVPD, the Open Molecules 2025 dataset).

Output
Energy above the lowest of the compared OMol25 structures with the same formula, charge and spin ... 18.9 kcal/mol
F_max ... 2.16 eV/Å
2S+1 ... 1
Highest occupied orbital energy ... -0.31705 hartree
HOMO-LUMO gap ... 9.26 eV
E_tot ... -400.88800 Ha

Each atom is followed by the atoms it is bonded to, with distances in Å.
Element x y z (Å)
1 N -2.059 1.112 1.463  C2 1.470, H8 1.011, H9 1.014
2 C -2.450 0.162 0.412  N1 1.470, C3 1.519, H10 1.097, H11 1.090
3 C -1.389 -0.839 -0.012  C2 1.519, C4 1.520, H12 1.086, H13 1.093
4 C -0.081 -0.205 -0.455  C3 1.520, N5 1.464, C6 1.550, H14 1.088
5 N -0.284 1.028 -1.218  C4 1.464, H15 1.015, H16 1.012
6 C 0.729 -1.249 -1.264  C4 1.550, N7 1.446, H17 1.093, H18 1.096
7 N 2.156 -1.028 -1.348  C6 1.446, H19 1.005, H20 1.002
8 H -2.226 2.048 1.120  N1 1.011
9 H -1.057 1.078 1.619  N1 1.014
10 H -2.787 0.707 -0.478  C2 1.097
11 H -3.361 -0.339 0.742  C2 1.090
12 H -1.185 -1.534 0.797  C3 1.086
13 H -1.843 -1.467 -0.783  C3 1.093
14 H 0.547 0.002 0.409  C4 1.088
15 H 0.614 1.292 -1.610  N5 1.015
16 H -0.875 0.818 -2.013  N5 1.012
17 H 0.515 -2.268 -0.932  C6 1.093
18 H 0.323 -1.246 -2.283  C6 1.096
19 H 2.383 -0.076 -1.574  N7 1.005
20 H 2.687 -1.408 -0.588  N7 1.002
21 O 2.642 0.638 2.018  H22 0.959, H23 0.927
22 H 2.814 0.471 2.946  O21 0.959
23 H 2.553 1.561 1.993  O21 0.927

Atomic partial charges in e from the Löwdin method, atoms 1 to 4: -0.0017, -0.3021, -0.1833, -0.4185

***

# C3H25N2O9

A 9-piece molecular cluster, C3H25N2O9 overall in a non-equilibrium geometry (ωB97M-V/def2-TZVPD, the Open Molecules 2025 dataset).

Output
Energy above the lowest of the compared OMol25 structures with the same formula, charge and spin ... 0.0 kcal/mol
F_max ... 1.50 eV/Å
Net charge ... +1
2S+1 ... 1
Highest occupied orbital energy ... -0.48336 hartree
HOMO-LUMO gap ... 10.66 eV
E_tot ... -915.79992 Ha

Each atom is followed by the atoms it is bonded to, with distances in Å.
Element x y z (Å)
1 N -0.678 1.249 -1.034  C2 1.487, H7 1.013, H8 1.020, H9 1.029
2 C 0.743 0.957 -1.358  N1 1.487, C3 1.513, H10 1.085, H11 1.092
3 C 1.265 0.125 -0.207  C2 1.513, N4 1.312, O6 1.237
4 N 2.303 -0.639 -0.450  C3 1.312, C5 1.475, H12 1.029
5 C 3.275 -0.524 -1.553  N4 1.475, H13 1.078, H14 1.086, H15 1.090
6 O 0.694 0.226 0.886  C3 1.237
7 H -1.332 1.236 -1.809  N1 1.013
8 H -0.779 2.092 -0.470  N1 1.020
9 H -0.960 0.491 -0.397  N1 1.029
10 H 0.790 0.508 -2.345  C2 1.085
11 H 1.212 1.930 -1.521  C2 1.092
12 H 2.555 -1.399 0.196  N4 1.029
13 H 4.218 -0.839 -1.137  C5 1.078
14 H 3.286 0.493 -1.935  C5 1.086
15 H 2.982 -1.185 -2.368  C5 1.090
16 H 1.967 -2.177 2.317  O18 0.970
17 H 3.017 -3.254 1.806  O18 0.960
18 O 2.465 -2.510 1.554  H16 0.970, H17 0.960
19 H 0.912 -3.129 -1.519  O21 0.964
20 H -0.186 -3.479 -2.538  O21 0.965
21 O 0.213 -2.742 -2.059  H19 0.964, H20 0.965
22 H 1.038 4.836 -0.813  O24 0.962
23 H 0.753 3.777 0.262  O24 0.963
24 O 1.374 4.017 -0.434  H22 0.962, H23 0.963
25 H -4.007 -1.161 1.579  O27 0.962
26 H -2.743 -1.203 2.507  O27 0.963
27 O -3.174 -0.728 1.789  H25 0.962, H26 0.963
28 H -1.406 -1.807 -1.289  O30 0.968
29 H -1.950 -1.398 0.112  O30 0.966
30 O -2.086 -1.287 -0.838  H28 0.968, H29 0.966
31 H -3.658 0.792 -0.228  O33 0.965
32 H -4.334 2.029 -0.894  O33 0.961
33 O -3.512 1.536 -0.825  H31 0.965, H32 0.961
34 H 0.434 -1.262 3.993  O36 0.960
35 H 0.260 -0.715 2.514  O36 0.971
36 O 0.473 -1.488 3.061  H34 0.960, H35 0.971
37 H -2.587 2.172 1.711  O39 0.963
38 H -1.129 1.890 2.049  O39 0.965
39 O -1.710 2.569 1.685  H37 0.963, H38 0.965

Atomic partial charges in e from the Löwdin method, atoms 1 to 4: 0.1806, -0.0517, -0.4634, 0.0505

***

# C26H70Br8O24P6

A 10-piece molecular cluster, C26H70Br8O24P6 overall in a non-equilibrium geometry (ωB97M-V/def2-TZVPD, the Open Molecules 2025 dataset).

Output
Energy above the lowest of the compared OMol25 structures with the same formula, charge and spin ... 21.1 kcal/mol
F_max ... 3.26 eV/Å
2S+1 ... 1
Highest occupied orbital energy ... -0.36719 hartree
HOMO-LUMO gap ... 10.30 eV
E_tot ... -25479.17992 Ha

Each atom is followed by the atoms it is bonded to, with distances in Å.
Element x y z (Å)
1 C -4.652 -3.700 2.342  O2 1.458, H9 1.100, H10 1.095, H11 1.144
2 O -5.015 -3.372 0.968  C1 1.458, P3 1.598
3 P -5.563 -1.875 0.848  O2 1.598, O4 1.447, O5 1.565, O7 1.586
4 O -4.686 -0.753 1.106  P3 1.447
5 O -6.216 -1.925 -0.573  P3 1.565, C6 1.398
6 C -7.313 -2.762 -0.797  O5 1.398, H12 1.094, H13 1.101, H14 1.148
7 O -6.848 -1.841 1.777  P3 1.586, C8 1.378
8 C -6.783 -1.160 2.973  O7 1.378, H15 1.099, H16 1.116, H17 1.152
9 H -4.269 -4.731 2.365  C1 1.100
10 H -5.498 -3.634 3.033  C1 1.095
11 H -3.819 -2.977 2.642  C1 1.144
12 H -8.138 -2.568 -0.105  C6 1.094
13 H -7.129 -3.846 -0.731  C6 1.101
14 H -7.623 -2.483 -1.867  C6 1.148
15 H -7.280 -0.183 2.895  C8 1.099
16 H -5.725 -0.953 3.258  C8 1.116
17 H -7.347 -1.698 3.822  C8 1.152
18 C 1.676 -3.864 0.129  O19 1.425, H26 1.098, H27 1.166, H28 1.066
19 O 1.942 -3.745 -1.266  C18 1.425, P20 1.581
20 P 3.289 -4.379 -1.799  O19 1.581, O21 1.459, O22 1.593, O24 1.589
21 O 3.704 -5.657 -1.233  P20 1.459
22 O 4.313 -3.187 -1.532  P20 1.593, C23 1.365
23 C 4.076 -1.943 -2.039  O22 1.365, H29 1.101, H30 1.072, H31 1.103
24 O 2.976 -4.296 -3.355  P20 1.589, C25 1.444
25 C 2.733 -5.350 -4.312  O24 1.444, H32 1.095, H33 1.080, H34 1.136
26 H 0.691 -3.406 0.288  C18 1.098
27 H 2.376 -3.155 0.734  C18 1.166
28 H 1.723 -4.875 0.464  C18 1.066
29 H 2.985 -1.796 -2.064  C23 1.101
30 H 4.450 -1.840 -3.039  C23 1.072
31 H 4.496 -1.198 -1.343  C23 1.103
32 H 1.866 -5.926 -3.974  C25 1.095
33 H 3.548 -6.057 -4.373  C25 1.080
34 H 2.547 -4.897 -5.338  C25 1.136
35 C 2.175 2.595 -4.080  O36 1.377, H43 1.056, H44 1.070, H45 1.067
36 O 1.348 1.647 -3.522  C35 1.377, P37 1.574
37 P 1.438 0.170 -4.059  O36 1.574, O38 1.464, O39 1.562, O41 1.548
38 O 2.740 -0.441 -4.330  P37 1.464
39 O 0.574 0.233 -5.360  P37 1.562, C40 1.361
40 C 0.670 -0.578 -6.448  O39 1.361, H46 1.105, H47 1.080, H48 1.057
41 O 0.433 -0.438 -3.051  P37 1.548, C42 1.465
42 C -0.140 -1.747 -3.371  O41 1.465, H49 1.070, H50 1.077, H51 1.123
43 H 2.876 2.887 -3.347  C35 1.056
44 H 1.601 3.476 -4.283  C35 1.070
45 H 2.731 2.320 -4.948  C35 1.067
46 H 0.877 -1.622 -6.151  C40 1.105
47 H 1.362 -0.229 -7.200  C40 1.080
48 H -0.297 -0.585 -6.876  C40 1.057
49 H -0.555 -1.726 -4.358  C42 1.070
50 H -0.953 -2.018 -2.719  C42 1.077
51 H 0.625 -2.562 -3.264  C42 1.123
52 C 2.681 2.955 2.505  O53 1.409, H60 1.092, H61 1.074, H62 1.094
53 O 2.216 1.675 2.866  C52 1.409, P54 1.545
54 P 2.884 0.441 3.516  O53 1.545, O55 1.468, O56 1.555, O58 1.647
55 O 1.900 -0.583 3.887  P54 1.468
56 O 4.036 -0.005 2.572  P54 1.555, C57 1.446
57 C 4.317 -1.309 2.014  O56 1.446, H63 1.095, H64 1.121, H65 1.090
58 O 3.689 1.161 4.760  P54 1.647, C59 1.442
59 C 4.739 0.435 5.432  O58 1.442, H66 1.107, H67 1.081, H68 1.127
60 H 3.074 3.311 3.460  C52 1.092
61 H 1.785 3.441 2.168  C52 1.074
62 H 3.503 2.981 1.785  C52 1.094
63 H 3.922 -2.082 2.681  C57 1.095
64 H 5.428 -1.461 2.032  C57 1.121
65 H 3.898 -1.371 1.009  C57 1.090
66 H 4.758 0.928 6.423  C59 1.107
67 H 5.705 0.461 4.949  C59 1.081
68 H 4.423 -0.640 5.554  C59 1.127
69 C -1.900 4.219 -5.359  O70 1.442, H77 1.108, H78 1.104, H79 1.064
70 O -2.130 5.449 -4.641  C69 1.442, P71 1.567
71 P -1.296 5.775 -3.354  O70 1.567, O72 1.480, O73 1.604, O75 1.554
72 O 0.133 5.407 -3.460  P71 1.480
73 O -1.634 7.343 -3.344  P71 1.604, C74 1.489
74 C -0.563 8.297 -2.943  O73 1.489, H80 1.102, H81 1.105, H82 1.098
75 O -2.069 5.018 -2.238  P71 1.554, C76 1.431
76 C -1.378 4.634 -1.045  O75 1.431, H83 1.077, H84 1.056, H85 1.137
77 H -2.310 3.302 -4.891  C69 1.108
78 H -0.815 4.133 -5.538  C69 1.104
79 H -2.379 4.284 -6.306  C69 1.064
80 H 0.165 7.774 -2.303  C74 1.102
81 H -1.114 9.087 -2.399  C74 1.105
82 H -0.092 8.641 -3.873  C74 1.098
83 H -0.532 3.982 -1.177  C76 1.077
84 H -2.105 4.181 -0.427  C76 1.056
85 H -1.008 5.581 -0.536  C76 1.137
86 C 1.099 -7.132 4.516  O87 1.426, H94 1.077, H95 1.108, H96 1.072
87 O 0.555 -5.839 4.263  C86 1.426, P88 1.645
88 P 1.510 -4.529 4.546  O87 1.645, O89 1.467, O90 1.544, O92 1.593
89 O 2.949 -4.802 4.464  P88 1.467
90 O 1.079 -3.553 3.431  P88 1.544, C91 1.423
91 C -0.071 -2.714 3.425  O90 1.423, H97 1.117, H98 1.119, H99 1.079
92 O 0.971 -4.008 5.951  P88 1.593, C93 1.436
93 C 1.533 -2.801 6.489  O92 1.436, H100 1.082, H101 1.104, H102 1.079
94 H 0.287 -7.841 4.510  C86 1.077
95 H 1.649 -7.148 5.477  C86 1.108
96 H 1.787 -7.465 3.763  C86 1.072
97 H -0.520 -2.798 4.445  C91 1.117
98 H -0.778 -3.173 2.690  C91 1.119
99 H 0.345 -1.773 3.101  C91 1.079
100 H 1.012 -2.623 7.421  C93 1.082
101 H 1.502 -1.983 5.750  C93 1.104
102 H 2.528 -3.051 6.824  C93 1.079
103 Br -4.478 3.141 0.141  C104 1.979
104 C -3.572 1.763 -0.954  Br103 1.979, C105 1.520, H107 1.077, H108 1.119
105 C -4.484 1.208 -2.035  C104 1.520, Br106 1.890, H109 1.087, H110 1.117
106 Br -3.613 -0.128 -3.050  C105 1.890
107 H -3.409 1.027 -0.184  C104 1.077
108 H -2.560 2.134 -1.253  C104 1.119
109 H -4.956 1.879 -2.748  C105 1.087
110 H -5.371 0.711 -1.571  C105 1.117
111 Br -1.643 3.030 2.576  C112 1.878
112 C -2.753 1.672 3.249  Br111 1.878, C113 1.534, H115 1.092, H116 1.111
113 C -1.943 0.710 4.128  C112 1.534, Br114 1.998, H117 1.097, H118 1.090
114 Br -3.181 -0.662 4.886  C113 1.998
115 H -3.156 1.053 2.445  C112 1.092
116 H -3.491 2.174 3.911  C112 1.111
117 H -1.551 1.208 5.023  C113 1.097
118 H -1.065 0.308 3.624  C113 1.090
119 Br 2.113 6.310 -0.158  C120 1.972
120 C 2.772 5.599 -1.876  Br119 1.972, C121 1.546, H123 1.070, H124 1.116
121 C 3.852 6.577 -2.391  C120 1.546, Br122 2.016, H125 1.098, H126 1.095
122 Br 4.538 6.087 -4.222  C121 2.016
123 H 2.020 5.415 -2.615  C120 1.070
124 H 3.245 4.612 -1.660  C120 1.116
125 H 4.802 6.518 -1.842  C121 1.098
126 H 3.590 7.628 -2.555  C121 1.095
127 Br 2.122 1.349 -0.311  C128 1.990
128 C 0.240 0.742 -0.083  Br127 1.990, C129 1.494, H131 1.086, H132 1.086
129 C 0.241 -0.615 0.541  C128 1.494, Br130 2.008, H133 1.097, H134 1.078
130 Br -1.668 -1.215 0.700  C129 2.008
131 H -0.111 0.593 -1.100  C128 1.086
132 H -0.267 1.545 0.444  C128 1.086
133 H 0.583 -0.588 1.583  C129 1.097
134 H 0.797 -1.346 -0.023  C129 1.078

Atomic partial charges in e from the Löwdin method, atoms 1 to 4: -0.0749, -0.2107, 0.3379, -0.2706